No. 1
The ion C8H10N3 with charge +1 at a distorted geometry, computed with ωB97M-V/def2-TZVPD.

HOMO level (eV): -12.78
Relative energy (zero: lowest compared OMol25 entry of this formula, charge and spin) (eV): 1.297
Net charge: +1
SMILES string: Cn1cc2ccccc2[n+]1N

CARTESIAN COORDINATES (ANGSTROEM)
C (-3.254657, 0.425404, -0.563737)
C (-3.054999, 0.454785, 0.803681)
C (-2.190747, 0.237961, -1.471603)
C (-1.760853, 0.270791, 1.304624)
C (0.439728, 0.119905, -1.594870)
C (-0.872281, 0.089077, -1.030160)
C (-0.726825, -0.015994, 0.366461)
C (2.691039, -0.416410, -0.706710)
N (1.280571, -0.040352, -0.589767)
N (0.683074, -0.076098, 0.633028)
N (1.448229, -0.270691, 1.781362)
H (-4.192414, 0.549424, -0.937558)
H (-3.948963, 0.549504, 1.389329)
H (-2.249260, 0.251239, -2.575398)
H (-1.734280, -0.007392, 2.362683)
H (0.747848, -0.045649, -2.560457)
H (2.795877, -1.536911, -0.763265)
H (3.403529, 0.038765, -1.439069)
H (3.317637, -0.250466, 0.263713)
H (1.494374, -1.194268, 2.142236)
H (1.174189, 0.267198, 2.492693)

Cartesian forces, eV/Å:
C 3.47 -0.46 -1.52
C 1.57 -0.38 -0.21
C -0.54 0.47 -0.94
C -0.97 -1.61 -0.05
C -1.58 -1.07 3.02
C -0.21 0.42 1.39
C 1.49 1.26 1.69
C 3.21 -1.40 2.05
N 1.92 0.25 -0.28
N -1.78 -0.60 -0.18
N 0.92 -1.41 -3.75
H -2.50 0.29 -1.06
H 0.13 0.12 0.70
H -0.85 0.11 0.75
H 0.73 0.60 -0.25
H 0.77 0.16 -2.07
H -0.51 1.03 -0.43
H -1.75 0.05 -0.06
H -1.85 0.23 -1.37
H -0.27 -1.33 -0.42
H -1.40 3.29 2.99

***

No. 2
The ion C8H10N3O with charge +1 at a distorted geometry, computed with ωB97M-V/def2-TZVPD.

HOMO level (spin up / spin down) (eV): -13.35 / -13.35
Relative energy (zero: lowest compared OMol25 entry of this formula, charge and spin) (eV): 4.740
Net charge: +1
SMILES string: CC(=[N+]=O)c1nc(C)cc(C)n1

CARTESIAN COORDINATES (ANGSTROEM)
C (1.678140, 0.900269, 0.187579)
C (1.504409, -0.477278, 0.147024)
C (-2.146096, -0.890297, -0.247935)
C (0.438200, 1.620050, 0.046288)
C (-0.811300, -0.303756, -0.159061)
C (2.727389, -1.294331, 0.310617)
C (-2.471143, -2.323418, -0.406123)
C (0.480788, 3.115564, 0.006686)
N (0.304268, -1.001071, -0.005175)
N (-2.994659, -0.095245, 0.134650)
N (-0.705484, 1.019564, -0.101947)
O (-3.684125, 0.845265, 0.176279)
H (2.609344, 1.405049, 0.626243)
H (3.567340, -0.722821, 0.739099)
H (2.366346, -2.254918, 0.704930)
H (3.112446, -1.618518, -0.760360)
H (-2.343360, -2.972581, 0.490133)
H (-3.490524, -2.533871, -0.739913)
H (-1.806294, -2.861498, -1.132672)
H (-0.014264, 3.532369, -0.883195)
H (0.102679, 3.484967, 0.932228)
H (1.575899, 3.426511, -0.065380)

Cartesian forces, eV/Å:
C -1.69 1.13 1.38
C 1.25 1.73 0.08
C 1.47 -2.48 0.15
C 2.77 0.44 -0.34
C 5.30 2.04 0.86
C 0.16 -1.78 -2.73
C 0.14 -2.77 -0.74
C 2.04 0.08 -0.82
N -2.00 -3.04 -0.68
N -3.42 4.26 0.22
N -2.98 0.11 -0.62
O 1.15 -2.14 0.15
H -1.41 -0.81 -1.34
H -0.59 -0.71 0.34
H 0.95 0.27 0.62
H -0.78 0.77 1.85
H 0.11 1.10 -0.05
H 0.02 0.54 0.02
H -0.30 1.12 0.41
H -0.15 -0.21 0.55
H -0.56 0.63 0.51
H -1.45 -0.27 0.16

***

No. 3
The ion C8H10N3OS with charge +1 at a distorted geometry, computed with ωB97M-V/def2-TZVPD.

HOMO level (eV): -13.20
Relative energy (zero: lowest compared OMol25 entry of this formula, charge and spin) (eV): 1.910
Net charge: +1

CARTESIAN COORDINATES (ANGSTROEM)
C (-2.316993, -1.181856, 1.516452)
C (-1.836619, 2.197759, -0.053007)
C (-0.625001, 1.927805, -0.734659)
C (-1.802879, -0.176883, 0.670447)
C (-2.429398, 1.090185, 0.640202)
C (-0.602645, -0.345417, -0.017576)
C (3.612717, -0.605097, -0.542168)
C (2.811821, -1.907809, -0.689718)
N (-2.618961, -1.986346, 2.264981)
N (-0.040915, 0.678663, -0.669308)
N (-3.667163, 1.308826, 1.111545)
O (1.511362, -1.711886, -1.185884)
S (0.200288, -2.230824, -0.356804)
H (-2.429294, 3.003365, -0.151428)
H (0.002708, 2.659017, -1.146514)
H (3.033976, 0.035893, 0.201410)
H (4.631846, -0.838953, -0.280338)
H (3.617439, -0.020455, -1.489032)
H (2.926287, -2.483199, 0.302026)
H (3.207151, -2.840010, -1.224754)
H (0.805716, 0.428318, -1.285539)
H (-4.058048, 2.301982, 1.207205)
H (-3.933395, 0.696921, 1.912461)

Cartesian forces, eV/Å:
C 0.42 0.03 -0.49
C 3.96 -5.00 -1.16
C -1.91 -0.53 2.34
C 1.05 0.82 -0.25
C -0.48 1.46 -1.11
C 0.24 -2.57 -0.31
C -2.00 0.41 -0.90
C 2.51 -3.10 1.86
N -0.56 -0.83 0.73
N 0.80 -0.49 -1.11
N -0.87 0.55 2.28
O -1.40 0.23 -0.15
S -0.70 3.44 0.52
H -1.20 3.17 -0.37
H 0.37 0.98 -0.97
H 1.19 -0.79 -0.54
H 0.20 0.18 0.44
H 0.13 -0.47 0.43
H -1.30 1.39 -0.56
H 0.16 2.05 -0.58
H -1.48 0.59 1.28
H 1.05 -2.13 -0.33
H -0.17 0.60 -1.06

***

No. 4
A structure of composition C8H10N4 at a distorted geometry, computed with ωB97M-V/def2-TZVPD.

HOMO level (spin up / spin down) (eV): -4.84 / -8.45
Relative energy (zero: lowest compared OMol25 entry of this formula, charge and spin) (eV): 1.298
2S+1: 3
Net charge: 0

CARTESIAN COORDINATES (ANGSTROEM)
C (1.563780, -0.025098, 0.120309)
C (1.256993, 1.165663, 0.759278)
C (-0.241769, -0.413967, 1.482824)
C (-1.952126, -1.049850, -0.959255)
C (0.367720, -0.897395, 0.141311)
C (-0.062820, 1.088581, 1.305047)
C (-0.611582, -0.302765, -0.932198)
C (-1.078407, 1.054538, -0.438386)
N (-2.902257, -0.157847, -0.307784)
N (-2.420763, 0.961607, -0.103268)
N (2.410942, 0.659967, -0.795103)
N (2.110108, 1.886628, -0.130684)
H (-1.288029, -0.693905, 1.597472)
H (0.320397, -0.794050, 2.336907)
H (-2.308698, -1.215443, -1.978513)
H (-1.952153, -2.006944, -0.438628)
H (0.503328, -1.970946, 0.028906)
H (-0.536190, 1.808439, 1.950294)
H (-0.111740, -0.275334, -1.899386)
H (-0.758571, 1.986738, -0.872645)
H (3.379874, 0.392949, -0.938874)
H (2.873121, 2.475395, 0.186555)

Cartesian forces, eV/Å:
C 1.65 -2.12 -0.75
C -2.46 2.14 1.74
C 0.03 -0.18 -0.04
C 0.41 -0.03 -0.28
C -0.86 0.04 -0.83
C 2.96 0.41 0.73
C 0.40 -1.01 0.34
C -1.35 -0.13 -1.05
N -1.72 -2.50 -0.21
N 1.71 3.14 0.37
N -0.06 -1.36 -1.01
N -0.59 1.52 0.67
H 0.01 -0.02 -0.01
H -0.03 -0.04 0.04
H -0.06 -0.15 -0.05
H 0.14 -0.10 -0.01
H 0.02 -0.02 0.06
H -0.22 0.22 -0.18
H -0.11 0.13 -0.04
H 0.21 0.22 0.17
H -0.07 0.09 0.21
H -0.02 -0.26 0.14

***

No. 5
A cluster of 2 separate species, C8H10N4O in total at a distorted geometry, computed with ωB97M-V/def2-TZVPD.

HOMO level (spin up / spin down) (eV): -7.93 / -7.93
Relative energy (zero: lowest compared OMol25 entry of this formula, charge and spin) (eV): 3.016
Net charge: 0
SMILES string: [O-]/[NH+]=C/c1cccc2nccn12.N

CARTESIAN COORDINATES (ANGSTROEM)
C (2.247006, 1.961396, 1.997761)
C (2.120288, 1.092631, 0.937579)
C (0.304034, 1.235178, 2.333143)
C (-1.013141, 0.823820, 2.632824)
C (-1.645881, 0.009969, 1.756614)
C (-1.065318, -0.563044, 0.652617)
C (0.251507, -0.253157, 0.389133)
C (0.987548, -0.781869, -0.790524)
N (1.169422, 2.110036, 2.769059)
N (0.938841, 0.549682, 1.205909)
N (0.496560, -1.561989, -1.676988)
N (-1.827722, -1.058169, -3.531967)
O (1.287090, -2.151560, -2.462282)
H (3.049343, 2.588283, 2.110341)
H (2.657046, 0.795850, 0.100429)
H (-1.386239, 1.228548, 3.598056)
H (-2.641042, -0.179607, 2.106488)
H (-1.703117, -1.033282, 0.036762)
H (2.054819, -0.860769, -0.771824)
H (-0.557565, -1.563930, -1.744800)
H (-1.417389, -0.144256, -3.550614)
H (-1.542213, -1.340731, -4.543352)
H (-2.763876, -0.903031, -3.554363)

Cartesian forces, eV/Å:
C 0.51 0.37 -1.41
C 0.06 0.97 2.73
C 0.89 -1.63 -1.86
C 1.52 1.45 1.22
C -1.19 0.49 2.39
C 2.43 2.09 1.25
C -1.09 -1.78 -2.24
C -0.10 0.42 2.47
N -0.44 -0.17 1.09
N -3.09 0.00 0.35
N -0.21 0.56 -0.09
N 4.10 -1.17 -2.55
O -1.17 -0.70 -0.83
H 1.87 1.41 0.49
H 1.17 -0.04 -0.88
H -0.26 -0.43 -1.06
H -0.63 -0.60 -0.62
H -1.57 -2.12 -2.35
H 0.41 0.35 0.03
H 0.89 -0.70 -0.85
H 0.28 0.84 0.50
H -0.82 -0.01 2.33
H -3.57 0.39 -0.12

***

No. 6
The molecule C8H10NOP at a distorted geometry, computed with ωB97M-V/def2-TZVPD.

HOMO level (spin up / spin down) (eV): -6.62 / -6.62
Relative energy (zero: lowest compared OMol25 entry of this formula, charge and spin) (eV): 5.617
Net charge: 0
SMILES string: NC1=[P@H]2C=CC=C[C@H]2C=C1O

CARTESIAN COORDINATES (ANGSTROEM)
C (-1.289010, -1.018921, 0.615557)
C (-2.206526, -0.749299, -0.267543)
C (-0.522300, -0.033567, 1.342695)
C (0.752860, -0.571683, 1.805631)
C (-2.509002, 0.499368, -0.872788)
C (-1.545149, 1.453346, -0.858348)
C (1.651379, -0.718729, 0.811431)
C (1.297056, 0.295458, -0.616672)
N (1.982438, 0.241077, -1.741992)
O (2.883777, -1.283709, 0.864766)
P (0.046473, 1.410700, -0.024020)
H (-1.148218, -2.026579, 0.850734)
H (-2.932981, -1.612529, -0.475593)
H (-1.339497, 0.220918, 2.113752)
H (1.210718, -0.984975, 2.714967)
H (-3.317472, 0.660948, -1.477580)
H (-1.463945, 2.285687, -1.580416)
H (2.941980, -0.193173, -1.872899)
H (1.998670, 1.065407, -2.307502)
H (3.027098, -1.612245, 1.779350)
H (0.481651, 2.672501, -0.803530)

Cartesian forces, eV/Å:
C 0.81 -0.04 -0.50
C -4.19 -2.08 -1.07
C -0.33 0.34 1.89
C 1.72 -0.99 -0.81
C 3.33 1.01 1.01
C 0.37 0.69 -0.59
C -0.92 2.94 -3.55
C -0.13 -2.69 5.87
N 2.74 -0.45 -1.13
O -0.03 -0.11 0.35
P 0.19 0.38 -0.72
H 0.33 -1.52 0.53
H 1.20 1.22 -0.14
H 1.84 0.82 -0.63
H -1.23 0.53 0.50
H -2.11 0.03 -1.40
H -0.94 -0.27 0.46
H -1.82 0.15 1.08
H -0.76 0.71 -0.41
H -0.08 0.20 -0.78
H 0.02 -0.87 0.04

***

No. 7
The ion C8H10NS with charge -1 at a distorted geometry, computed with ωB97M-V/def2-TZVPD.

HOMO level (eV): -2.33
Net charge: -1

CARTESIAN COORDINATES (ANGSTROEM)
C (1.037703, 2.291332, 0.003323)
C (2.268092, 1.703516, -0.084721)
C (-0.057524, 1.448093, 0.052409)
C (2.676538, 0.313584, -0.050329)
C (-0.014626, 0.089975, 0.037701)
C (1.871607, -0.750604, 0.054590)
C (-2.296031, -0.391261, -0.805243)
C (-1.256576, -1.873799, 0.861978)
N (-1.027147, -0.850006, -0.164937)
S (2.048011, -2.334181, -0.053418)
H (0.994647, 3.310577, -0.227167)
H (3.119915, 2.277695, 0.069423)
H (-1.100866, 1.822636, 0.018946)
H (3.740299, 0.211658, -0.052601)
H (-2.889362, -1.181358, -1.263148)
H (-2.957117, 0.023357, 0.001914)
H (-2.249586, 0.295128, -1.547327)
H (-0.691176, -1.627991, 1.732993)
H (-2.307192, -2.101656, 1.095903)
H (-0.909610, -2.676694, 0.319717)

Cartesian forces, eV/Å:
C 2.24 -1.40 -0.54
C -0.25 -1.43 0.97
C -3.41 -1.74 -0.46
C -0.56 2.18 0.37
C 3.67 -1.84 0.33
C -4.51 3.09 -0.57
C -0.47 -1.83 3.72
C -0.49 1.11 -0.80
N -1.63 1.95 -1.04
S 0.21 -2.63 0.13
H -0.43 1.52 0.28
H 1.39 1.70 -0.43
H 0.54 0.33 -0.03
H 0.68 -0.50 -0.14
H 0.33 -0.73 0.24
H 0.16 -0.03 -0.54
H 1.09 2.42 -2.11
H 0.39 -0.21 0.61
H 0.01 0.76 -0.01
H 1.05 -2.71 0.02

***

No. 8
The ion C8H10NS2 with charge +1 at a distorted geometry, computed with ωB97M-V/def2-TZVPD.

HOMO level (eV): -12.76
Relative energy (zero: lowest compared OMol25 entry of this formula, charge and spin) (eV): 1.728
Net charge: +1

CARTESIAN COORDINATES (ANGSTROEM)
C (1.115870, 0.190272, 0.925895)
C (1.372018, -0.927301, 0.174854)
C (-0.923148, -0.129036, 0.148059)
C (3.691616, -1.184018, -0.583324)
C (2.567187, -1.722581, -0.151326)
C (-2.669754, 0.058234, -0.335230)
C (-2.803279, -0.105357, -1.753781)
C (-0.647106, 1.756142, 1.661512)
N (-0.175141, 0.610570, 0.936366)
S (-3.717026, 0.414796, 0.803247)
S (-0.173279, -1.346452, -0.689084)
H (1.892815, 0.844756, 1.458851)
H (4.528626, -1.802127, -1.029456)
H (3.867682, -0.116278, -0.575787)
H (2.325659, -2.834555, -0.134124)
H (-2.278109, 0.869534, -2.250982)
H (-3.773313, -0.057545, -2.107553)
H (-2.107419, -0.902141, -2.103011)
H (0.266606, 2.282432, 1.941604)
H (-1.203482, 2.542984, 1.076615)
H (-1.157026, 1.557666, 2.586663)

Cartesian forces, eV/Å:
C 3.19 0.08 0.62
C -1.16 0.58 -0.32
C -4.55 0.39 -1.91
C 1.58 -0.84 -0.75
C -1.18 -1.28 0.02
C 2.82 0.51 2.90
C 4.16 2.09 -1.75
C 0.64 2.74 0.20
N -1.57 -0.80 -1.11
S 0.04 -0.12 -0.11
S 2.15 0.16 1.57
H -1.31 -1.41 -0.70
H -1.11 0.69 0.92
H -0.18 0.06 -0.10
H 0.80 1.47 -0.20
H -1.03 -1.97 1.12
H -1.95 -0.59 -0.62
H -1.19 0.22 -0.21
H -0.04 0.06 0.17
H 0.30 -1.42 0.18
H -0.41 -0.60 0.10